(1)
This record from the Open Molecules 2025 dataset describes an isolated molecule of C4H7NOS2 in a non-equilibrium geometry. The level of theory is ωB97M-V/def2-TZVPD.

Each line ends with the Löwdin charge.
Cartesian coordinates (Å):
1 O -2.74 -1.62 -0.16  -0.187
2 N -2.99 -0.11 0.01  -0.009
3 C -2.02 0.75 -0.06  -0.235
4 C -0.61 0.22 -0.13  -0.512
5 S 0.59 1.66 -0.42  0.784
6 C 0.36 0.51 1.01  -0.582
7 C 1.66 -0.28 1.01  -0.655
8 S 2.38 -1.04 -0.46  0.660
9 H -3.51 -2.24 0.34  0.176
10 H -2.30 2.04 -0.07  0.198
11 H -0.80 -0.71 -0.85  0.157
12 H -0.07 0.93 1.96  0.137
13 H 1.25 -1.21 1.76  0.145
14 H 2.42 0.27 1.46  0.025
15 H 2.00 -2.39 -0.29  -0.101

Properties
frontier orbital gap	9.28	eV
E	-1082.7774	hartree
energy relative to the best compared isomer or geometry (same formula, charge and spin)	570.7	kJ/mol
net charge	0
spin multiplicity	1

=====

(2)
This record from the Open Molecules 2025 dataset describes a structure of composition C4H12N2S in a non-equilibrium geometry. The level of theory is ωB97M-V/def2-TZVPD.

Each line ends with the Löwdin charge.
Cartesian coordinates (Å):
1 C 1.23 -1.57 1.02  -0.047
2 C -0.29 -3.07 -0.02  0.105
3 N 0.06 -1.88 0.21  -0.101
4 H 0.93 -1.08 1.94  0.097
5 H 1.86 -0.86 0.48  0.085
6 H 1.80 -2.47 1.26  0.100
7 H 0.26 -3.92 0.37  0.116
8 H -1.15 -3.26 -0.65  0.110
9 H -0.49 -0.90 -0.31  -0.044
10 C 0.19 1.82 0.87  -0.340
11 C -0.95 1.88 -0.15  -0.500
12 S -1.04 0.42 -1.22  0.905
13 N 1.55 1.77 0.30  0.003
14 H 0.06 0.93 1.49  0.081
15 H 0.10 2.67 1.54  0.123
16 H -0.84 2.73 -0.83  0.080
17 H -1.90 1.97 0.38  0.097
18 H 1.86 2.71 0.11  0.082
19 H 1.51 1.33 -0.61  0.047

Properties
frontier orbital gap (spin up / spin down)	9.69 / 6.48	eV
E	-666.9710	hartree
energy relative to the best compared isomer or geometry (same formula, charge and spin)	134.8	kJ/mol
net charge	+1
spin multiplicity	2
⟨S²⟩	0.753

=====

(3)
This record from the Open Molecules 2025 dataset describes an isolated molecule of C4H9OP in a non-equilibrium geometry. The level of theory is ωB97M-V/def2-TZVPD.

Each line ends with the Löwdin charge.
Cartesian coordinates (Å):
1 C 3.13 0.50 0.37  -0.326
2 P 1.94 0.04 -0.70  0.912
3 O 0.62 0.11 0.39  -0.456
4 C -0.62 -0.32 -0.44  -0.497
5 C -1.31 -1.31 0.43  -0.085
6 C -1.40 1.01 -0.57  -0.056
7 H 4.13 0.33 0.12  -0.056
8 H 2.92 1.08 1.28  0.008
9 H -0.35 -0.75 -1.37  0.072
10 H -0.57 -2.05 0.59  0.048
11 H -1.36 -0.88 1.52  0.122
12 H -2.29 -1.74 0.10  0.104
13 H -1.57 1.37 0.50  0.108
14 H -2.39 0.97 -1.05  0.086
15 H -0.87 1.63 -1.16  0.015

Properties
frontier orbital gap	9.23	eV
E	-574.3364	hartree
energy relative to the best compared isomer or geometry (same formula, charge and spin)	110.6	kJ/mol
net charge	0
spin multiplicity	1

=====

(4)
This record from the Open Molecules 2025 dataset describes a cluster of 7 separate species, C14H42O14 in total in a non-equilibrium geometry. The level of theory is ωB97M-V/def2-TZVPD.

Each line ends with the Löwdin charge.
Cartesian coordinates (Å):
1 O 15.58 -3.37 6.08  -0.098
2 C 16.97 -3.85 6.10  -0.187
3 C 17.80 -3.33 4.88  -0.231
4 O 17.51 -3.98 3.63  -0.075
5 H 15.57 -2.41 6.03  0.071
6 H 17.37 -3.55 7.07  0.108
7 H 16.92 -4.94 6.05  0.117
8 H 18.85 -3.58 5.06  0.110
9 H 17.79 -2.25 4.71  0.110
10 H 16.59 -3.75 3.46  0.076
11 O 25.60 -7.79 4.47  -0.069
12 C 26.27 -6.62 4.94  -0.228
13 C 25.76 -6.23 6.38  -0.222
14 O 24.38 -5.87 6.37  -0.082
15 H 24.70 -7.58 4.21  0.080
16 H 27.34 -6.84 4.91  0.112
17 H 26.18 -5.81 4.22  0.108
18 H 26.28 -5.42 6.89  0.110
19 H 25.84 -7.15 6.97  0.113
20 H 24.34 -5.16 5.71  0.077
21 O 32.86 -9.24 8.59  -0.049
22 C 32.59 -8.08 7.89  -0.290
23 C 31.41 -7.35 8.49  -0.252
24 O 31.82 -6.92 9.75  -0.056
25 H 33.16 -9.15 9.49  0.083
26 H 33.50 -7.49 7.79  0.122
27 H 32.32 -8.36 6.88  0.121
28 H 30.62 -8.10 8.45  0.121
29 H 31.20 -6.42 7.95  0.127
30 H 32.30 -7.57 10.26  0.073
31 O 21.56 -8.56 9.61  -0.063
32 C 20.64 -9.40 8.84  -0.223
33 C 21.38 -10.17 7.79  -0.254
34 O 22.22 -11.15 8.41  -0.078
35 H 21.99 -7.94 9.02  0.078
36 H 19.98 -10.07 9.38  0.123
37 H 19.90 -8.82 8.28  0.108
38 H 21.98 -9.54 7.14  0.113
39 H 20.83 -10.78 7.08  0.121
40 H 22.96 -10.70 8.83  0.074
41 O 23.55 -1.12 6.16  -0.082
42 C 23.06 -0.51 7.32  -0.216
43 C 23.91 -1.14 8.50  -0.252
44 O 24.14 -0.30 9.59  -0.075
45 H 23.50 -0.64 5.33  0.086
46 H 23.34 0.55 7.28  0.117
47 H 22.01 -0.69 7.52  0.113
48 H 24.95 -1.39 8.32  0.114
49 H 23.44 -2.10 8.72  0.108
50 H 24.79 -0.68 10.18  0.087
51 O 27.39 -11.51 9.50  -0.064
52 C 28.32 -12.50 9.19  -0.248
53 C 28.12 -12.88 7.65  -0.228
54 O 27.04 -13.77 7.51  -0.073
55 H 27.25 -11.44 10.45  0.090
56 H 29.32 -12.09 9.26  0.103
57 H 28.27 -13.41 9.79  0.118
58 H 28.97 -13.47 7.31  0.112
59 H 28.00 -11.99 7.02  0.113
60 H 26.31 -13.29 7.91  0.077
61 O 19.46 -10.02 1.66  -0.050
62 C 20.16 -9.73 0.53  -0.312
63 C 19.67 -8.59 -0.33  -0.232
64 O 20.26 -7.40 0.16  -0.067
65 H 19.77 -10.90 1.89  0.094
66 H 21.17 -9.55 0.88  0.125
67 H 20.09 -10.64 -0.07  0.117
68 H 18.58 -8.50 -0.24  0.119
69 H 19.78 -8.75 -1.40  0.121
70 H 19.82 -7.18 0.98  0.087

Properties
frontier orbital gap	10.01	eV
E	-1611.7301	hartree
energy relative to the best compared isomer or geometry (same formula, charge and spin)	355.6	kJ/mol
net charge	0
spin multiplicity	1

=====

(5)
This record from the Open Molecules 2025 dataset describes a structure of composition C23H30BrN5NaO4P in a non-equilibrium geometry. The level of theory is ωB97M-V/def2-TZVPD.

Each line ends with the Löwdin charge.
Cartesian coordinates (Å):
1 Na 0.88 -1.61 0.08  0.431
2 C 0.67 -4.51 1.16  -0.024
3 O 0.02 -3.26 1.38  -0.127
4 C -1.12 -3.21 2.10  -0.178
5 C -1.62 -4.31 2.80  -0.051
6 C -2.79 -4.15 3.54  -0.660
7 Br -3.53 -5.73 4.33  0.728
8 C -3.41 -2.94 3.64  -0.083
9 C -2.92 -1.82 2.96  -0.067
10 C -1.81 -1.96 2.14  -0.143
11 O -1.25 -0.94 1.42  0.057
12 C -3.59 -0.53 3.05  -0.240
13 N -3.28 0.54 2.37  0.174
14 C -4.22 1.51 2.74  -0.197
15 C -4.40 2.82 2.31  -0.005
16 C -5.44 3.54 2.85  -0.091
17 C -6.27 3.01 3.83  -0.101
18 C -6.08 1.73 4.28  -0.036
19 C -5.06 0.98 3.72  -0.196
20 N -4.63 -0.31 3.91  0.171
21 H 1.18 -4.85 2.06  0.113
22 H 1.38 -4.28 0.37  0.064
23 H -0.02 -5.23 0.78  0.099
24 H -1.13 -5.27 2.78  0.105
25 H -4.33 -2.88 4.21  0.100
26 H -1.84 -0.16 1.38  0.073
27 H -3.73 3.21 1.58  0.098
28 H -5.58 4.56 2.54  0.101
29 H -7.05 3.61 4.31  0.110
30 H -6.69 1.29 5.08  0.124
31 H -5.10 -1.02 4.44  0.148
32 C 4.90 0.64 -3.42  -0.187
33 N 3.72 0.68 -4.29  -0.154
34 C 3.59 2.05 -4.79  -0.188
35 N 3.46 3.03 -3.72  -0.167
36 C 4.61 2.92 -2.86  -0.229
37 N 4.82 1.61 -2.34  -0.144
38 C 3.73 1.22 -1.42  -0.312
39 P 2.01 1.22 -2.18  1.038
40 C 2.53 0.16 -3.62  -0.318
41 C 2.21 2.89 -3.01  -0.338
42 H 5.79 0.81 -4.03  0.129
43 H 4.95 -0.35 -3.01  0.114
44 H 2.74 2.06 -5.46  0.127
45 H 4.51 2.30 -5.33  0.123
46 H 4.55 3.67 -2.06  0.131
47 H 5.48 3.17 -3.50  0.133
48 H 3.73 1.89 -0.59  0.072
49 H 3.90 0.21 -1.10  0.058
50 H 1.75 0.04 -4.37  0.093
51 H 2.73 -0.83 -3.18  0.054
52 H 2.10 3.71 -2.30  0.084
53 H 1.36 2.88 -3.68  0.073
54 C 3.42 -3.46 -2.12  -0.153
55 C 2.28 -2.70 -1.50  -0.440
56 O 1.18 -2.81 -2.09  -0.154
57 H 3.33 -3.57 -3.22  0.074
58 H 3.42 -4.44 -1.60  0.072
59 H 4.38 -3.00 -1.89  0.039
60 C -0.80 3.01 -0.10  -0.160
61 O -1.05 1.64 -0.34  -0.155
62 H -1.39 3.34 0.73  0.058
63 H -1.06 3.61 -0.95  0.072
64 H 0.26 3.16 0.13  0.072
65 H -0.35 1.39 -0.97  -0.016

Properties
frontier orbital gap	5.94	eV
E	-4546.7965	hartree
energy relative to the best compared isomer or geometry (same formula, charge and spin)	52.6	kJ/mol
net charge	0
spin multiplicity	1

=====

(6)
This record from the Open Molecules 2025 dataset describes a cluster of 2 separate species, C6H9Cl in total in a non-equilibrium geometry. The level of theory is ωB97M-V/def2-TZVPD.

Each line ends with the Löwdin charge.
Cartesian coordinates (Å):
1 C -1.94 -2.36 -0.90  -0.122
2 C 0.15 1.40 2.11  0.033
3 C -1.44 -1.93 0.20  0.126
4 C 0.98 1.27 1.07  -0.232
5 C 0.71 0.68 -1.36  -0.117
6 C 0.80 0.13 0.09  -0.696
7 Cl 2.33 -0.89 0.28  0.538
8 H -2.02 -2.08 -1.92  0.060
9 H -2.87 -2.77 -0.62  0.045
10 H -0.76 0.70 2.32  0.108
11 H 0.32 2.18 2.72  0.006
12 H 1.85 1.78 0.91  0.068
13 H 1.43 0.23 -2.07  0.064
14 H 0.75 1.78 -1.38  0.078
15 H -0.27 0.39 -1.82  0.073
16 H 0.00 -0.51 0.36  -0.033

Properties
frontier orbital gap	9.41	eV
E	-694.0079	hartree
energy relative to the best compared isomer or geometry (same formula, charge and spin)	434.1	kJ/mol
net charge	0
spin multiplicity	1